No. 1
A structure of composition C47H67FN10OP, computed with the ωB97M-V functional and the def2-TZVPD basis.

Its total charge is +1. The LUMO energy comes out at -3.98 eV. Its gap between HOMO and LUMO is 5.6 eV.

Last column: Mulliken charge in e.
Cartesian coordinates (Å):
C (-2.087, 2.970, 2.880)  -1.4339
C (-1.242, 1.702, 2.810)  1.1495
O (-0.507, 1.529, 4.011)  -0.1064
C (0.372, 0.414, 4.030)  -1.3156
C (1.825, 0.815, 3.786)  -0.0821
C (2.255, 0.727, 2.316)  0.0197
C (2.417, 2.082, 1.620)  -1.1059
C (2.767, 1.851, 0.129)  -0.4047
P (1.277, 1.700, -0.789)  0.3281
F (0.512, 3.037, -0.888)  -0.1703
H (-1.924, 3.466, 3.836)  0.2740
H (-1.815, 3.690, 2.107)  0.3541
H (-3.148, 2.740, 2.798)  0.3297
H (-0.535, 1.741, 1.960)  -0.6040
H (-1.875, 0.821, 2.651)  -0.0373
H (0.050, -0.307, 3.266)  0.3979
H (0.260, -0.077, 4.998)  0.3768
H (2.469, 0.171, 4.388)  0.3040
H (1.952, 1.839, 4.153)  0.6045
H (3.187, 0.173, 2.190)  0.6677
H (1.494, 0.164, 1.756)  0.2509
H (3.221, 2.670, 2.065)  0.3935
H (1.490, 2.659, 1.723)  0.5697
H (3.396, 2.618, -0.329)  0.4232
H (3.258, 0.870, 0.029)  0.4646
H (1.440, 1.241, -2.096)  0.2026
H (0.398, 0.812, -0.174)  0.1685
N (-0.867, 0.449, -4.208)  0.1571
C (-0.330, -0.796, -4.100)  0.0092
C (-0.551, -1.451, -5.280)  -0.5800
C (-1.275, -0.551, -6.120)  -0.7807
C (-1.460, 0.620, -5.429)  -0.6581
H (-0.887, 1.109, -3.454)  0.1660
H (0.168, -1.083, -3.189)  -0.0406
H (-0.240, -2.454, -5.525)  0.4764
H (-1.605, -0.743, -7.129)  0.7496
H (-1.948, 1.539, -5.699)  0.4699
N (-0.830, 7.092, 1.344)  0.0564
C (-2.014, 7.026, 0.656)  -0.4563
C (-2.844, 7.989, 1.162)  -0.4280
C (-2.136, 8.660, 2.195)  -0.3735
C (-0.898, 8.085, 2.284)  -0.5173
H (-0.033, 6.506, 1.186)  0.1578
H (-2.167, 6.308, -0.133)  0.3805
H (-3.848, 8.193, 0.831)  0.4103
H (-2.496, 9.474, 2.802)  0.3953
H (-0.065, 8.300, 2.931)  0.3771
N (3.004, -3.849, -2.570)  0.0651
C (1.778, -3.247, -2.614)  -0.4312
C (1.249, -3.268, -1.353)  -1.0648
C (2.212, -3.869, -0.502)  0.1543
C (3.277, -4.236, -1.286)  -0.6187
H (3.619, -3.971, -3.354)  0.1971
H (1.388, -2.853, -3.535)  0.1747
H (0.288, -2.874, -1.065)  0.6591
H (2.128, -4.015, 0.559)  0.3331
H (4.206, -4.720, -1.034)  0.4172
N (2.427, -2.762, 2.983)  0.3268
C (3.201, -1.876, 2.284)  -1.6435
C (3.335, -0.748, 3.051)  0.4446
C (2.606, -0.961, 4.255)  -0.8515
C (2.056, -2.214, 4.182)  -1.4307
H (2.146, -3.666, 2.647)  0.2990
H (3.595, -2.129, 1.314)  0.6530
H (3.912, 0.126, 2.788)  -0.5870
H (2.509, -0.281, 5.086)  0.9241
H (1.442, -2.757, 4.880)  0.5087
N (3.533, -6.088, 3.371)  0.1393
C (3.967, -7.165, 4.094)  -0.4891
C (4.384, -8.122, 3.208)  -0.5369
C (4.193, -7.605, 1.898)  -0.5080
C (3.664, -6.350, 2.033)  0.2014
H (3.175, -5.233, 3.758)  0.1454
H (3.948, -7.159, 5.170)  0.3811
H (4.783, -9.088, 3.469)  0.3990
H (4.417, -8.099, 0.967)  0.3987
H (3.380, -5.629, 1.286)  -0.0719
N (-5.159, -1.069, 2.933)  0.0072
C (-5.422, -1.671, 1.734)  -0.4618
C (-4.237, -2.134, 1.226)  -0.6897
C (-3.218, -1.797, 2.159)  -0.1119
C (-3.822, -1.140, 3.201)  -0.8211
H (-5.846, -0.643, 3.528)  0.2022
H (-6.425, -1.728, 1.347)  0.3927
H (-4.118, -2.667, 0.297)  0.4112
H (-2.167, -2.028, 2.084)  0.5888
H (-3.413, -0.731, 4.110)  0.5003
N (-3.182, -3.005, -7.517)  -0.0155
C (-2.889, -4.288, -7.890)  -0.4376
C (-3.517, -4.534, -9.081)  -0.5280
C (-4.220, -3.351, -9.439)  -0.4707
C (-3.996, -2.427, -8.454)  -0.4183
H (-2.854, -2.559, -6.680)  0.2886
H (-2.261, -4.917, -7.281)  0.3744
H (-3.480, -5.457, -9.634)  0.3910
H (-4.825, -3.200, -10.318)  0.4169
H (-4.353, -1.416, -8.346)  0.4112
N (-1.950, 2.670, 6.550)  0.1130
C (-1.763, 3.799, 7.299)  -0.5324
C (-2.664, 3.776, 8.331)  -0.4968
C (-3.426, 2.585, 8.200)  -0.6630
C (-2.961, 1.925, 7.092)  -0.2469
H (-1.430, 2.419, 5.724)  0.3276
H (-1.008, 4.521, 7.039)  0.3677
H (-2.766, 4.528, 9.095)  0.4052
H (-4.221, 2.251, 8.846)  0.4052
H (-3.262, 0.990, 6.651)  0.3228
N (7.535, 0.778, 0.816)  0.0273
C (6.439, 1.525, 1.146)  -1.0929
C (5.956, 1.053, 2.342)  0.4217
C (6.796, -0.019, 2.746)  -0.7368
C (7.758, -0.161, 1.783)  -0.5933
H (8.101, 0.905, -0.003)  0.1972
H (6.112, 2.342, 0.524)  0.4264
H (5.110, 1.452, 2.878)  0.8458
H (6.713, -0.610, 3.643)  0.4297
H (8.585, -0.846, 1.712)  0.4307
N (-4.495, 2.860, -8.738)  0.0139
C (-4.192, 1.568, -9.075)  -0.1711
C (-4.819, 1.283, -10.258)  -0.3301
C (-5.533, 2.449, -10.649)  -0.6149
C (-5.313, 3.403, -9.692)  -0.4554
H (-4.177, 3.339, -7.917)  0.1753
H (-3.552, 0.964, -8.455)  0.2056
H (-4.770, 0.345, -10.785)  0.4503
H (-6.136, 2.571, -11.532)  0.3901
H (-5.668, 4.416, -9.612)  0.3700

Forces on atoms 1 to 2 (eV/Å):
0.169 0.009 0.098
0.058 -0.248 -0.178



No. 2
A cluster of 10 separate species, C43H54N9O17 in total, computed with the ωB97M-V functional and the def2-TZVPD basis.

Its total charge is -1. The LUMO energy comes out at -0.30 eV. For the energy relative to the best compared isomer or geometry (same formula, charge and spin), the calculation gives 222.2 kJ/mol. Its gap between HOMO and LUMO is 6.7 eV.

Last column: Mulliken charge in e.
Cartesian coordinates (Å):
C (-38.886, 12.038, -3.084)  -0.1294
O (-39.830, 12.696, -3.530)  -0.6890
O (-38.307, 11.240, -4.117)  0.3944
O (-38.365, 11.944, -1.982)  -0.1887
H (-38.482, 11.521, -4.996)  0.0259
C (-36.199, 8.322, -3.877)  -0.1127
C (-35.109, 8.237, -2.717)  -0.1452
C (-34.335, 7.000, -2.476)  -0.4793
C (-34.944, 5.640, -3.053)  0.0870
C (-36.284, 5.688, -3.869)  -0.6618
C (-36.718, 7.014, -4.228)  -0.3148
N (-34.338, 4.308, -2.589)  0.9338
O (-33.319, 4.281, -1.855)  -0.5997
O (-34.817, 3.389, -3.124)  -0.5727
H (-36.699, 9.344, -4.133)  0.2547
H (-34.745, 9.287, -2.305)  0.1017
H (-33.421, 6.922, -1.841)  0.4002
H (-36.762, 4.722, -3.951)  0.4305
H (-37.655, 6.992, -4.672)  0.5882
C (-41.248, 8.443, -1.644)  -0.5240
C (-42.114, 7.253, -1.825)  -0.8589
C (-42.140, 6.545, -3.295)  -0.7159
C (-41.339, 7.367, -4.427)  -0.1017
C (-40.371, 8.479, -4.076)  -0.2521
C (-40.475, 9.058, -2.680)  -0.2041
N (-41.387, 6.807, -5.773)  0.8520
O (-42.430, 6.166, -6.183)  -0.5591
O (-40.504, 7.133, -6.637)  -0.5215
H (-41.578, 8.918, -0.758)  0.3972
H (-42.842, 6.921, -1.299)  0.5496
H (-42.669, 5.766, -3.543)  0.5783
H (-39.763, 8.955, -4.803)  0.9181
H (-39.861, 9.880, -2.365)  0.3551
C (-35.142, 15.636, -3.470)  -0.5528
C (-36.095, 14.532, -3.916)  -0.4487
C (-35.559, 13.637, -5.016)  -0.3191
C (-34.156, 13.789, -5.518)  -0.0089
C (-33.310, 15.047, -5.141)  -0.5064
C (-33.927, 15.911, -4.058)  -0.6563
N (-33.474, 12.819, -6.325)  1.0163
O (-32.180, 12.859, -6.574)  -0.5824
O (-34.223, 12.001, -6.834)  -0.5456
H (-35.672, 16.181, -2.747)  0.5798
H (-36.911, 14.470, -3.273)  0.6513
H (-36.126, 12.822, -5.413)  0.6341
H (-32.309, 15.473, -5.605)  0.2923
H (-33.446, 16.867, -4.036)  0.3957
C (-35.138, 13.066, 0.968)  -0.3662
C (-33.601, 12.756, 1.212)  -0.6328
C (-32.834, 12.223, -0.017)  -1.2169
C (-33.522, 12.279, -1.374)  -0.5309
C (-35.015, 12.359, -1.449)  -1.0891
C (-35.825, 12.828, -0.198)  0.1360
N (-32.698, 11.858, -2.567)  1.0545
O (-33.110, 11.177, -3.510)  -0.4673
O (-31.424, 11.967, -2.332)  -0.6182
H (-35.621, 13.610, 1.805)  0.3497
H (-33.358, 12.943, 2.267)  0.3728
H (-32.038, 11.924, 0.138)  1.0031
H (-35.518, 12.170, -2.225)  1.9188
H (-36.812, 12.943, -0.484)  0.0551
C (-39.716, 17.366, -2.672)  -0.0502
C (-39.233, 18.459, -1.550)  -0.9899
C (-38.650, 17.912, -0.210)  -0.6994
C (-38.498, 16.433, 0.090)  -0.2533
C (-38.867, 15.449, -1.125)  0.7580
C (-39.514, 16.014, -2.366)  -1.3591
N (-37.986, 15.847, 1.211)  1.0718
O (-38.085, 14.646, 1.485)  -0.5152
O (-37.519, 16.721, 2.067)  -0.6543
H (-40.258, 17.796, -3.688)  0.1239
H (-39.405, 19.353, -1.657)  0.7300
H (-38.144, 18.445, 0.561)  0.5223
H (-38.519, 14.536, -0.914)  0.0427
H (-39.706, 15.339, -2.981)  1.2949
C (-41.965, 16.486, -6.568)  0.2214
O (-42.258, 17.259, -7.448)  -0.5986
N (-42.776, 15.596, -5.997)  0.1461
C (-42.407, 14.751, -4.989)  -0.6013
C (-44.176, 15.490, -6.488)  -0.9453
H (-41.073, 16.674, -5.876)  0.1673
H (-43.211, 14.292, -4.402)  0.3191
H (-41.830, 15.469, -4.302)  -0.0421
H (-41.592, 13.981, -5.281)  0.2652
H (-44.877, 14.741, -6.267)  0.3732
H (-44.108, 15.460, -7.591)  0.2939
H (-44.555, 16.431, -6.146)  0.3470
C (-43.998, 12.474, 0.242)  0.1602
O (-44.757, 12.641, 1.238)  -0.6717
N (-42.895, 13.075, 0.069)  0.2772
C (-42.129, 12.830, -1.145)  -0.9886
C (-42.173, 13.878, 1.006)  -0.9163
H (-44.309, 11.787, -0.587)  0.3184
H (-42.454, 12.432, -2.138)  0.4175
H (-41.314, 12.071, -0.873)  0.3459
H (-41.428, 13.676, -1.357)  0.0490
H (-41.174, 13.650, 1.085)  0.3040
H (-42.605, 13.789, 2.123)  0.2911
H (-41.943, 14.941, 0.635)  0.3358
C (-40.044, 10.313, 2.797)  -0.1425
O (-40.373, 9.674, 3.843)  -0.6518
N (-38.974, 10.069, 2.048)  0.1116
C (-38.682, 10.876, 0.789)  -1.0079
C (-38.180, 8.788, 2.107)  -0.9511
H (-40.702, 11.123, 2.558)  0.4811
H (-39.586, 11.011, 0.271)  0.1671
H (-37.932, 10.367, 0.154)  0.2275
H (-38.354, 11.684, 0.972)  0.6748
H (-37.172, 8.626, 1.634)  0.3709
H (-38.796, 7.899, 1.960)  0.3588
H (-37.841, 8.404, 3.190)  0.3052
C (-36.718, 9.627, -7.593)  -0.0384
O (-37.554, 10.118, -6.948)  -0.5937
N (-36.809, 9.584, -8.967)  0.1754
C (-35.735, 9.134, -9.771)  -1.3261
C (-38.031, 10.127, -9.567)  -1.0331
H (-35.780, 9.227, -7.194)  0.4793
H (-34.831, 9.522, -9.421)  0.4418
H (-35.673, 9.468, -10.684)  0.5289
H (-35.534, 8.059, -9.919)  0.3391
H (-38.049, 11.160, -9.650)  0.3623
H (-38.993, 9.790, -9.074)  0.2165
H (-38.489, 9.708, -10.396)  0.4597

Forces on atoms 1 to 2 (eV/Å):
-0.159 -0.016 -2.700
-0.964 1.137 0.669



No. 3
A cluster of 2 separate species, C24H25BrN3 in total, computed with the ωB97M-V functional and the def2-TZVPD basis.

Its total charge is +1. The LUMO energy comes out at -4.74 eV. For the energy relative to the best compared isomer or geometry (same formula, charge and spin), the calculation gives 0.0 kJ/mol. Its gap between HOMO and LUMO is 5.5 eV.

Last column: Mulliken charge in e.
Cartesian coordinates (Å):
C (1.172, 4.687, 1.958)  -0.8103
N (1.210, 3.730, 0.878)  0.1800
C (0.713, 2.461, 0.899)  -1.2027
C (0.984, 1.826, -0.346)  0.9877
C (0.651, 0.499, -0.622)  0.2144
C (0.960, -0.108, -1.895)  0.4695
C (0.586, 0.557, -3.094)  -0.9377
C (0.957, 0.059, -4.336)  -0.3334
C (1.767, -1.078, -4.441)  1.0302
C (2.170, -1.597, -5.786)  -1.3913
C (2.157, -1.737, -3.260)  -0.7539
C (1.725, -1.291, -2.024)  -0.6637
C (1.706, 2.845, -1.172)  0.4624
C (2.448, 2.897, -2.354)  0.0415
C (3.005, 4.122, -2.780)  -0.8412
C (2.973, 5.268, -1.978)  -0.7020
C (2.373, 5.199, -0.715)  -0.8807
C (1.771, 4.003, -0.364)  0.5468
H (1.607, 5.624, 1.604)  0.2390
H (0.138, 4.873, 2.264)  0.3555
H (1.752, 4.340, 2.821)  0.3421
H (0.292, 2.039, 1.807)  0.5162
H (0.256, -0.095, 0.200)  -0.1161
H (0.069, 1.503, -3.036)  0.5620
H (0.652, 0.575, -5.248)  0.4084
H (2.724, -2.539, -5.721)  0.3632
H (1.299, -1.791, -6.424)  0.3433
H (2.800, -0.898, -6.352)  0.3153
H (2.824, -2.603, -3.330)  0.3207
H (2.092, -1.756, -1.103)  0.4039
H (2.636, 2.009, -2.958)  0.4580
H (3.480, 4.205, -3.762)  0.3874
H (3.408, 6.209, -2.299)  0.4093
H (2.342, 6.042, -0.034)  0.2531
C (-4.453, -3.874, 4.907)  -1.1256
N (-3.286, -3.866, 4.053)  0.1459
C (-2.476, -5.046, 4.337)  -1.1983
C (-3.029, -2.917, 3.081)  0.8662
C (-1.721, -2.348, 2.951)  -0.6773
Br (-0.386, -2.600, 4.339)  -0.1614
C (-1.443, -1.465, 1.899)  0.1836
N (-2.311, -1.219, 0.909)  -0.3957
C (-3.581, -1.613, 1.110)  -0.5410
C (-3.999, -2.430, 2.170)  -0.3563
H (-5.100, -3.016, 4.743)  0.3738
H (-5.038, -4.794, 4.767)  0.3431
H (-4.138, -3.879, 5.961)  0.3188
H (-1.675, -5.197, 3.613)  0.3796
H (-2.055, -4.986, 5.350)  0.4029
H (-3.127, -5.936, 4.327)  0.3359
H (-0.497, -0.931, 1.823)  0.3896
H (-4.331, -1.254, 0.401)  0.3443
H (-5.051, -2.710, 2.262)  0.3948

Forces on atoms 1 to 2 (eV/Å):
-0.147 0.405 0.647
-1.400 -2.456 0.332



Which value of total charge does entry 1 give? +1



What is the formula in the second record? C43H54N9O17